1.
One molecule with the formula C2H6N2O2 in a non-equilibrium geometry. Source: the OMol25 dataset; level of theory: the ωB97M-V functional and the def2-TZVPD basis.

The value obtained for the LUMO energy (spin up / spin down) is -0.5924 / -0.5924 eV. The largest force on an atom comes out at 2.3 eV/Å.

The geometry in ORCA input format:
```
! wB97M-V def2-TZVPD RIJCOSX def2/J DEFGRID3
* xyz 0 1
C 0.0482 -0.8699 -0.0220
C -0.7056 0.4686 -0.4683
N -0.4300 1.5926 0.3502
O 0.0008 -0.9872 1.3665
N 1.4021 -0.8067 -0.4563
O 1.6167 -0.9268 -1.6541
H 0.9112 -1.0125 1.6911
H -0.5070 -1.6932 -0.4944
H 0.5344 1.8977 0.2994
H -0.6854 1.4183 1.3145
H -0.4108 0.6640 -1.5040
H -1.7746 0.2551 -0.4227
*
```

2.
One molecule with the formula C3H4BrN in a non-equilibrium geometry. Source: the OMol25 dataset; level of theory: the ωB97M-V functional and the def2-TZVPD basis.

The value obtained for the LUMO energy is 0.6164 eV. The largest force on an atom comes out at 4.2 eV/Å.

The geometry in ORCA input format:
```
! wB97M-V def2-TZVPD RIJCOSX def2/J DEFGRID3
* xyz 0 1
C -1.0342 0.4573 -1.0823
C -0.3233 0.5167 0.1194
C 0.6278 -0.6621 0.2833
N -1.6529 0.3482 -2.0583
Br 1.5021 -0.6770 2.0138
H 0.3672 1.3733 0.0224
H -0.9142 0.7790 0.9498
H 1.3571 -0.4768 -0.3947
H 0.0703 -1.6585 0.1467
*
```

3.
C38H65N7O7PZr as an isolated structure in a non-equilibrium geometry. Source: the OMol25 dataset; level of theory: the ωB97M-V functional and the def2-TZVPD basis.

The value obtained for the LUMO energy is 2.2552 eV. The largest force on an atom comes out at 2.8 eV/Å.

The geometry in ORCA input format:
```
! wB97M-V def2-TZVPD RIJCOSX def2/J DEFGRID3
* xyz -1 1
Zr -0.3607 -0.5615 -0.6348
N -2.3777 -0.2957 -2.1577
N -2.1640 0.7153 -3.1067
C -1.2079 1.6845 -2.7229
O -1.1687 2.7335 -3.3463
O -0.4388 1.3015 -1.7578
H -2.6194 -1.1708 -2.5924
H -3.0616 -0.0439 -1.4568
H -2.9832 1.1260 -3.5175
C -2.9630 -3.8278 1.4667
O -2.3161 -4.3519 0.2779
C -1.9323 -3.4448 -0.5954
O -2.1743 -2.2460 -0.4807
N -1.3531 -4.0028 -1.6950
N -0.9588 -3.0751 -2.6781
H -3.0134 -4.6624 2.1585
H -3.9654 -3.4867 1.2174
H -2.3898 -3.0086 1.8854
H -0.7167 -4.7547 -1.4781
H -0.9086 -3.5540 -3.5621
H -0.0584 -2.5794 -2.4635
C 0.3930 1.8168 3.7679
C 1.3620 2.2572 2.6618
C 1.1620 3.7402 2.3184
C 2.8202 2.0035 3.0721
C 1.0813 1.4771 1.4419
N 0.9112 0.8854 0.4822
H 0.6284 2.3551 4.6909
H 0.4624 0.7418 3.9504
H -0.6399 2.0276 3.4827
H 1.4211 4.3462 3.1886
H 0.1217 3.9343 2.0492
H 1.7937 4.0366 1.4778
H 3.0587 2.6158 3.9447
H 3.5022 2.2639 2.2584
H 2.9795 0.9551 3.3283
C 2.5012 -3.8619 -3.6005
C 3.3468 -2.8706 -2.7829
C 3.2960 -3.3911 -1.3283
C 4.7880 -2.9269 -3.2943
P 2.4395 -1.1766 -2.8155
N 1.1979 -1.3015 -1.8902
C 2.0120 -0.7676 -4.6157
C 1.7304 0.7423 -4.7166
C 0.6783 -1.4529 -4.9522
C 3.0706 -1.1366 -5.6579
C 3.6702 0.1510 -2.2360
C 2.9150 1.4778 -1.9911
C 4.1672 -0.3314 -0.8602
C 4.8655 0.4346 -3.1489
H 2.9142 -4.8673 -3.4664
H 2.5006 -3.6484 -4.6673
H 1.4688 -3.8751 -3.2436
H 3.3116 -4.4877 -1.3359
H 2.3824 -3.0667 -0.8289
H 4.1504 -3.0616 -0.7375
H 5.1120 -3.9742 -3.3125
H 5.4735 -2.3902 -2.6390
H 4.8940 -2.5316 -4.3055
H 1.1072 1.1025 -3.8959
H 1.1847 0.9387 -5.6457
H 2.6472 1.3305 -4.7459
H -0.0860 -1.1729 -4.2280
H 0.7558 -2.5399 -4.9865
H 0.3444 -1.1099 -5.9377
H 4.0456 -0.7052 -5.4279
H 2.7516 -0.7342 -6.6257
H 3.1966 -2.2117 -5.7785
H 1.8852 1.3242 -1.6831
H 2.9090 2.1190 -2.8693
H 3.4192 2.0289 -1.1878
H 3.3238 -0.5858 -0.2135
H 4.7354 0.4752 -0.3828
H 4.8268 -1.1949 -0.9368
H 4.5570 0.9010 -4.0857
H 5.4524 -0.4479 -3.3877
H 5.5251 1.1439 -2.6355
C -5.0101 6.1977 3.6487
C -5.0019 5.0005 2.7307
C -5.9397 4.9074 1.7088
C -5.8949 3.8437 0.8191
C -4.9535 2.8436 0.9869
C -4.0345 2.8879 2.0405
N -3.1076 1.8512 2.1740
C -2.9950 0.9846 3.2997
C -3.7122 1.1951 4.4584
C -3.5833 0.3732 5.5942
C -2.7001 -0.6959 5.5209
C -1.9858 -0.9642 4.3624
C -2.1077 -0.1580 3.1724
C -1.4444 -0.5165 2.0085
O -0.6988 -1.7064 2.0404
O -1.5215 0.0678 0.7856
C -4.0272 4.0085 2.8900
C -2.9301 4.1933 3.9090
H -5.8946 6.8115 3.4743
H -4.1272 6.8239 3.4899
H -5.0031 5.8945 4.6991
H -6.6990 5.6754 1.6037
H -6.6102 3.7830 0.0068
H -4.9220 1.9945 0.3110
H -2.8263 1.4068 1.3181
H -4.4148 2.0204 4.4874
H -4.1665 0.5677 6.4865
H -2.5752 -1.3469 6.3808
H -1.3192 -1.8157 4.3220
H -2.2037 3.3884 3.8405
H -3.3144 4.2073 4.9326
H -2.4173 5.1459 3.7369
C 0.5641 -4.1946 1.4299
O 0.3996 -3.0981 0.5515
C 0.4534 -1.7852 1.1514
C 1.6586 -1.6791 2.0475
H 0.0174 -4.0406 2.3638
H 1.6213 -4.3656 1.6502
H 0.1599 -5.0784 0.9336
H 1.5534 -2.3184 2.9277
H 1.7487 -0.6546 2.4012
H 2.5729 -1.9541 1.5087
*
```

4.
A 3-piece molecular cluster, C16H41O12P3 overall in a non-equilibrium geometry. Source: the OMol25 dataset; level of theory: the ωB97M-V functional and the def2-TZVPD basis.

The value obtained for the LUMO energy is 0.5203 eV. The largest force on an atom comes out at 4.9 eV/Å.

The geometry in ORCA input format:
```
! wB97M-V def2-TZVPD RIJCOSX def2/J DEFGRID3
* xyz 0 1
O 9.3911 2.0075 -0.6725
C 8.0179 1.7317 -0.4716
C 7.1228 2.5143 -1.4428
O 5.8888 2.9019 -0.8851
C 5.0099 1.8295 -0.7698
O 3.9628 2.2138 0.0621
C 2.7102 1.6398 -0.2512
P 2.6547 -0.2231 -0.4302
O 1.4536 -0.4779 -1.5560
H 9.7610 1.3041 -1.2128
H 7.7978 0.6635 -0.5610
H 7.7354 2.0189 0.5432
H 6.9837 1.9550 -2.3791
H 7.6698 3.4140 -1.7241
H 5.4955 0.9342 -0.3493
H 4.6489 1.5427 -1.7728
H 2.2423 2.1174 -1.1244
H 2.0578 1.8572 0.5922
H 3.8428 -0.6748 -1.0587
H 1.8014 -1.0385 -2.2598
O -0.5242 4.1212 0.4000
P -1.9665 4.1721 0.6640
O -2.2325 4.6057 2.1877
C -1.6558 5.8225 2.6778
C -2.2701 7.0544 2.0417
O -2.4169 2.6143 0.7690
C -1.6656 1.5984 0.1003
C -0.8697 0.7902 1.0992
O -3.2506 4.7026 -0.0792
C -4.5749 4.1652 0.0663
C -5.2747 4.6230 1.3256
H -0.5751 5.8049 2.5215
H -1.8327 5.8293 3.7525
H -2.0646 7.0888 0.9691
H -1.8646 7.9585 2.4960
H -3.3531 7.0544 2.1645
H -1.0104 2.0317 -0.6547
H -2.3828 0.9573 -0.4179
H -0.2517 1.4361 1.7237
H -0.2259 0.0741 0.5855
H -1.5344 0.2432 1.7699
H -4.5759 3.0820 -0.0204
H -5.1211 4.5386 -0.8006
H -4.8849 4.1174 2.2081
H -6.3374 4.3889 1.2502
H -5.1596 5.6964 1.4709
O 0.6427 -5.2729 -1.1583
P -0.6413 -5.0851 -0.4738
O -1.6492 -6.2770 -0.8582
C -1.2373 -7.6328 -0.6498
C -1.1133 -7.9836 0.8204
O -1.3671 -3.8806 -1.2870
C -0.5952 -2.9131 -2.0005
C -0.7168 -3.1446 -3.4919
O -1.1215 -4.6719 0.9674
C -2.3576 -4.0067 1.2734
C -3.5524 -4.9326 1.2842
H -0.2946 -7.8138 -1.1710
H -1.9977 -8.2554 -1.1194
H -0.3234 -7.4007 1.3001
H -0.8774 -9.0412 0.9400
H -2.0416 -7.7684 1.3492
H 0.4450 -2.9378 -1.6830
H -0.9910 -1.9292 -1.7425
H -0.4586 -4.1729 -3.7450
H -0.0621 -2.4700 -4.0474
H -1.7438 -2.9790 -3.8199
H -2.5200 -3.1515 0.6227
H -2.2118 -3.6009 2.2750
H -3.8567 -5.2079 0.2751
H -4.3938 -4.4260 1.7588
H -3.3358 -5.8472 1.8348
*
```